Record 1
Here is 2 unconnected molecules or ions with the total composition C10H16 from the OMol25 dataset. Energies are from ωB97M-V/def2-TZVPD.

```
! RIJCOSX wB97M-V def2-TZVPD def2/J DEFGRID3
* xyz 0 1
C 0.00499 -0.34447 -3.15092
C 0.27276 0.70839 -2.12266
C 1.25341 0.60948 -1.03319
C 1.45661 1.63958 -0.09280
C 0.48206 2.64675 -0.04646
C -0.68970 2.41604 -0.67744
C -0.74760 1.61379 -1.89098
H -0.81363 0.20455 -3.86031
H -0.56527 -1.21016 -2.74786
H 0.90660 -0.89417 -3.52231
H 1.96764 -0.14555 -1.05994
H 2.35263 1.56170 0.50441
H 0.47280 3.35495 0.79720
H -1.53408 2.97637 -0.47994
H -1.70607 1.50549 -2.36933
C 0.33523 -1.21874 3.02123
C -0.04831 -1.19539 1.55573
C -1.19552 -2.07675 1.20561
H 1.02427 -2.10133 3.20182
H -0.40123 -1.06754 3.77739
H 1.04080 -0.40303 3.12665
H -0.06796 -0.23185 1.08361
H 0.89802 -1.48715 0.96132
H -1.04679 -2.92339 0.71213
H -1.62130 -2.50324 2.14783
H -2.03038 -1.43433 0.95922
*
```

## Properties
Calculated total energy in eV: -10627.067
ΔE to the lowest compared entry with this formula, charge and spin in kJ/mol: 258.23
HOMO in eV: -8.962
Kohn-Sham gap in eV: 9.9
F_max in eV/Å: 5.485
Molar mass in g mol⁻¹: 136.238


Record 2
Here is 2 unconnected molecules or ions with the total composition C10H16 from the OMol25 dataset. Energies are from ωB97M-V/def2-TZVPD.

```
! RIJCOSX wB97M-V def2-TZVPD def2/J DEFGRID3
* xyz 0 1
C 0.03056 0.39812 -3.88781
C 0.65452 0.83091 -2.59226
C 0.03753 0.52140 -1.38040
C 0.44608 0.98843 -0.13843
C 1.61303 1.75504 -0.14012
C 2.24718 2.14112 -1.30387
C 1.77145 1.65432 -2.52269
H -0.52332 -0.53475 -3.85311
H 0.77486 0.34804 -4.68557
H -0.67093 1.15757 -4.24495
H -0.86926 -0.07732 -1.45331
H -0.14978 0.88693 0.75259
H 1.99198 2.11846 0.81159
H 3.12141 2.77330 -1.31836
H 2.25422 1.96699 -3.44430
C -2.18094 -0.89903 2.16852
C -0.72520 -1.22861 2.31666
C -0.50404 -2.40886 3.30387
H -2.55136 -0.76026 3.19355
H -2.47777 -0.01994 1.60121
H -2.75064 -1.76029 1.80803
H -0.16416 -0.47042 2.87655
H -0.17271 -1.38429 1.39286
H -0.54695 -2.10000 4.35263
H 0.55452 -2.68054 3.25995
H -1.21027 -3.21632 3.12718
*
```

## Properties
Calculated total energy in eV: -10629.164
ΔE to the lowest compared entry with this formula, charge and spin in kJ/mol: 55.92
HOMO in eV: -9.005
Kohn-Sham gap in eV: 10.0
F_max in eV/Å: 1.796
Molar mass in g mol⁻¹: 136.238


- Which value of molar mass does entry 2 give?
  136.238 g mol⁻¹


- Which formula does entry 1 have?
  C10H16


- Which of these has the highest HOMO?
  number 1


- Which formula does entry 1 have?
  C10H16